{"formula": "C6H6O2Sn", "method": "ωB97M-V/def2-TZVPD", "total_charge": 1, "largest_force_ev_per_a": 3.7, "homo_ha": [-0.4104, -0.4105], "orbital_gap_ev": [4.5, 4.6], "lumo_ev": [-6.72, -6.54], "spin_multiplicity": 2, "species": ["Sn", "C", "C", "C", "C", "C", "C", "O", "O", "H", "H", "H", "H", "H", "H"], "coordinates": [[-1.554968, -2.628580, -4.229573], [-1.114578, -0.161760, 0.362247], [-0.474868, 0.504290, 1.379137], [0.830942, 0.969800, 1.154867], [1.513232, 0.703650, -0.002143], [0.909062, -0.094130, -0.972193], [-0.411948, -0.505990, -0.755983], [-0.967448, -1.420260, -1.594693], [1.405322, 1.743060, 2.155777], [-2.065198, -0.606060, 0.617797], [-1.070088, 0.645110, 2.269237], [2.588432, 0.735190, -0.098833], [1.392662, -0.360170, -1.900503], [-1.891308, -1.469560, -1.338453], [0.910752, 1.945410, 2.953317]], "forces_ev_per_angstrom": [[0.31, 0.37, 0.63], [0.19, -0.50, 1.10], [0.14, 0.49, -0.97], [-1.28, 1.35, 3.15], [0.66, -1.63, -0.72], [-1.63, 0.20, 0.33], [1.81, 0.75, -0.04], [-1.07, -1.25, -2.21], [1.28, -0.37, -1.33], [-0.35, -0.01, -0.39], [0.51, 0.37, 0.33], [0.07, 1.06, 0.23], [0.27, -0.13, 0.13], [-0.29, -0.22, 0.10], [-0.63, -0.47, -0.33]]}